Entry 1:
Density functional theory data (ωB97M-V with the def2-TZVPD basis set) for a molecular structure, C11H21F6KO8P.

XYZ file:
```
48
Properties=species:S:1:pos:R:3:nbo_charge:R:1
K -0.43 1.16 -1.25 0.9768
C 2.55 0.79 -3.99 0.3405
O 3.41 -0.34 -3.61 -0.5635
O 1.50 0.80 -3.26 -0.9084
C 3.43 2.09 -3.94 0.9035
F 3.71 2.54 -5.19 -0.3564
F 2.78 3.11 -3.32 -0.3438
F 4.59 1.99 -3.27 -0.3429
C 4.43 -0.68 -4.49 -0.0628
C 5.06 -2.00 -4.06 -0.6132
H 5.68 -1.77 -3.19 0.2014
H 4.34 -2.78 -3.85 0.2099
H 5.76 -2.35 -4.83 0.1853
H 5.24 0.06 -4.46 0.1469
H 4.14 -0.72 -5.55 0.1405
H 2.28 0.62 -5.06 0.0733
C 0.64 -1.05 1.88 0.3169
O 1.22 -2.33 1.51 -0.5622
O 0.13 -0.47 0.82 -0.9361
C -0.39 -1.31 2.99 0.9204
F -0.58 -0.16 3.69 -0.3655
F -1.57 -1.73 2.54 -0.3305
F 0.03 -2.21 3.92 -0.3524
C 2.51 -2.54 1.98 -0.0577
C 2.88 -4.00 1.83 -0.6210
H 2.96 -4.33 0.79 0.2043
H 3.77 -4.29 2.40 0.1924
H 2.08 -4.66 2.18 0.2024
H 2.68 -2.27 3.03 0.1472
H 3.27 -1.97 1.42 0.1555
H 1.41 -0.36 2.28 0.0984
C -3.13 1.55 3.23 -0.2609
O -4.09 1.19 2.23 -0.8316
P -4.03 1.95 0.85 2.6019
O -2.74 1.99 0.21 -1.1130
O -5.21 1.29 0.04 -0.8153
C -5.93 0.15 0.50 -0.2466
O -4.56 3.43 1.14 -0.8100
C -5.49 3.70 2.18 -0.2572
H -3.47 2.41 3.82 0.1645
H -2.19 1.89 2.80 0.2189
H -2.95 0.67 3.84 0.2195
H -6.09 0.15 1.57 0.1902
H -5.42 -0.79 0.26 0.1963
H -6.92 0.15 0.04 0.1853
H -5.94 2.83 2.67 0.1876
H -6.37 4.22 1.78 0.1830
H -5.02 4.37 2.89 0.1878
```

The calculation puts the relative energy (zero: lowest compared OMol25 entry of this formula, charge and spin) at 0.254 eV. Its net charge is -1. As for the largest force on an atom: 2.10 eV/Å. The electronic energy is -70050.6541 eV. The LUMO energy comes out at 2.06 eV.


Entry 2:
Density functional theory data (ωB97M-V with the def2-TZVPD basis set) for a molecular structure, C11H21I4NNbO2.

XYZ file:
```
40
Properties=species:S:1:pos:R:3:nbo_charge:R:1
C -2.26 1.01 3.35 -0.6613
C -1.26 2.14 2.71 -0.0758
O 0.08 1.65 2.34 -0.7832
Nb 0.03 0.73 0.44 1.7853
C -0.30 0.07 -1.73 -0.9044
C -1.14 1.12 -2.57 -0.5205
C -1.74 0.36 -3.92 0.6867
N -3.13 0.67 -4.47 -0.9113
O -0.95 -0.55 -4.53 -0.5802
C 0.23 -1.36 1.41 -0.5877
I 0.62 -1.24 3.61 0.0725
C 0.10 -2.68 0.78 -0.2586
C 0.28 -4.05 1.74 -0.6852
I -0.17 -3.14 -1.27 0.1922
C 2.26 1.02 0.19 -0.8512
I 2.50 3.14 -0.48 0.1307
C 3.14 0.13 -0.78 -0.3112
C 4.07 -0.90 0.16 -0.6617
I 4.68 1.52 -1.64 -0.0396
H -2.08 0.91 4.51 0.2013
H -2.09 -0.04 2.81 0.2382
H -3.42 1.25 3.20 0.2037
H -1.12 2.97 3.56 0.1633
H -1.84 2.66 1.81 0.1920
H -0.30 2.41 -0.27 -0.2839
H -1.77 0.54 0.65 -0.3270
H 0.66 -0.22 -2.36 0.2397
H -1.16 -0.72 -1.69 0.2406
H -1.95 1.66 -1.93 0.2408
H -0.29 1.84 -2.98 0.2449
H -3.81 0.65 -3.67 0.3729
H -3.18 1.65 -4.85 0.3786
H 1.40 -4.28 1.98 0.2314
H -0.28 -4.95 1.21 0.2162
H -0.30 -3.92 2.76 0.2309
H 2.73 1.04 1.29 0.2613
H 2.69 -0.37 -1.72 0.2435
H 5.22 -0.56 0.18 0.2299
H 4.09 -2.00 -0.29 0.2202
H 3.72 -0.90 1.28 0.2259
```

Its net charge is -1. As for the largest force on an atom: 8.53 eV/Å. The electronic energy is -51275.3344 eV. The LUMO energy comes out at 1.44 eV.


Entry 3:
Density functional theory data (ωB97M-V with the def2-TZVPD basis set) for a molecular structure, C11H21N2O2.

XYZ file:
```
36
Properties=species:S:1:pos:R:3:nbo_charge:R:1
C -2.35 1.25 -3.08 -0.3313
C 0.61 0.57 -0.12 -0.0086
C -1.47 1.44 -2.10 -0.2645
C -1.41 -0.54 -0.13 0.7828
C 2.91 -1.38 1.02 -0.6629
C 1.90 -3.73 0.74 -0.6224
C -2.69 1.94 0.16 -0.6989
C -0.03 3.18 -0.38 -0.3863
C 1.70 -2.25 0.48 -0.2318
C 0.33 -1.65 1.09 0.2488
C -1.60 1.37 -0.62 0.0125
N -0.34 1.72 0.04 -0.3664
N -0.16 -0.56 0.25 -0.5012
O -2.29 -1.30 -0.27 -0.4988
O 0.29 -1.24 2.46 -0.7100
H -1.96 1.27 -4.12 0.2347
H -3.34 0.83 -2.84 0.2258
H 1.44 0.66 0.40 0.2295
H 0.82 0.48 -1.24 0.2154
H -0.48 1.81 -2.24 0.1759
H 3.41 -0.74 0.27 0.2299
H 2.52 -0.80 1.90 0.2100
H 3.65 -2.02 1.54 0.2390
H 2.88 -3.92 0.32 0.2335
H 1.16 -4.45 0.39 0.2350
H 2.09 -3.87 1.80 0.2040
H -2.52 2.85 0.81 0.2317
H -3.60 2.24 -0.47 0.2665
H -3.06 1.18 0.90 0.2532
H 0.18 3.20 -1.36 0.2261
H -0.92 3.75 -0.14 0.2406
H 0.63 3.59 0.31 0.2324
H 1.45 -2.19 -0.61 0.2152
H -0.25 -2.52 0.84 0.2028
H -0.49 1.65 1.05 0.4445
H 0.96 -1.79 2.96 0.4931
```

The calculation puts the relative energy (zero: lowest compared OMol25 entry of this formula, charge and spin) at 1.638 eV. Its net charge is +1. As for the largest force on an atom: 5.87 eV/Å. The electronic energy is -18812.8059 eV. The LUMO energy comes out at -2.68 eV.


Number 1: HOMO -4.5 eV. Number 2: HOMO -4.4 eV. Number 3: HOMO -12.3 eV.